{"formula": "C19H43OP3ScSe", "method": "the ωB97M-V functional and the def2-TZVPD basis", "lumo_ev": -11.12, "e_homo_ev": -15.94, "total_charge": 3, "homo_lumo_gap_ev": 4.82, "symbols": ["Sc", "P", "P", "P", "H", "C", "C", "H", "C", "C", "C", "C", "C", "C", "C", "C", "C", "H", "H", "H", "H", "H", "H", "H", "H", "H", "H", "H", "H", "H", "H", "H", "H", "H", "H", "H", "H", "H", "H", "H", "H", "H", "H", "H", "H", "H", "C", "C", "C", "C", "C", "C", "Se", "H", "H", "H", "H", "H", "H", "C", "C", "O", "H", "H", "H", "H", "H", "H"], "positions_angstrom": [[1.0359, 0.2809, 0.1813], [1.5286, 1.7099, 2.1263], [-1.3380, -1.0242, 2.0494], [-1.1999, 1.4449, -0.5078], [3.9807, 0.6081, -2.6627], [3.1394, 1.2017, -2.3241], [2.1194, 0.6835, -1.5702], [1.4398, -0.1287, -1.9984], [3.0413, 1.0376, 2.8779], [0.5498, 2.1769, 3.5854], [2.0907, 3.2889, 1.4406], [-2.5844, -2.3464, 1.7343], [-0.5506, -1.9180, 3.4526], [-2.4805, 0.0138, 3.0450], [-0.8799, 2.3281, -2.0893], [-1.7334, 2.8122, 0.5912], [-2.8940, 0.8529, -0.8628], [3.0324, 2.2531, -2.5838], [1.6913, 1.6180, -0.9739], [3.6730, 0.5661, 2.1148], [2.7761, 0.2859, 3.6318], [3.5623, 1.8845, 3.3297], [0.2814, 1.2841, 4.1682], [-0.3694, 2.6968, 3.2826], [1.1855, 2.8426, 4.1853], [2.6493, 3.1298, 0.5067], [2.7383, 3.7314, 2.2059], [1.2349, 3.9443, 1.2341], [-3.0512, -2.5932, 2.6996], [-2.0981, -3.2455, 1.3302], [-3.3571, -1.9907, 1.0389], [-1.3562, -2.2290, 4.1347], [0.1435, -1.2597, 3.9926], [-0.0215, -2.8131, 3.0960], [-2.9577, -0.6620, 3.7704], [-3.2534, 0.4518, 2.3977], [-1.9353, 0.8012, 3.5795], [-1.7493, 2.9733, -2.3245], [-0.7253, 1.5951, -2.9009], [0.0213, 2.9611, -2.0214], [-2.4847, 3.4158, 0.0623], [-0.9101, 3.4689, 0.8991], [-2.2066, 2.4047, 1.4983], [-3.4866, 1.6783, -1.2956], [-3.3919, 0.5459, 0.0701], [-2.8819, 0.0105, -1.5628], [-0.8610, -1.8947, -3.7798], [0.3679, -1.8822, -4.4842], [0.4810, -1.0783, -5.6318], [-0.6626, -0.5474, -6.2476], [-1.9105, -0.8196, -5.6842], [-2.0198, -1.4342, -4.4356], [-1.1641, -2.4815, -1.9897], [-2.5403, -1.9668, -1.7957], [1.2159, -2.4803, -4.1174], [1.4726, -0.8593, -6.0133], [-0.5769, 0.0257, -7.1749], [-2.8128, -0.5329, -6.2112], [-2.9820, -1.5133, -3.9200], [2.3679, -3.6333, 1.6638], [2.3877, -2.1270, 1.6413], [1.6724, -1.6788, 0.4208], [1.3713, -4.0530, 1.5176], [2.7379, -4.0165, 2.6153], [3.0319, -4.0273, 0.8898], [1.8669, -1.6910, 2.5059], [3.3863, -1.6903, 1.5813], [1.1523, -2.3901, 0.0152]], "forces_ev_per_angstrom": [[-2.86, -3.44, 1.60], [0.37, 1.05, 1.73], [-0.41, -0.56, 0.88], [-1.43, 1.46, -0.97], [-0.36, -0.12, -0.87], [-0.71, -0.74, 0.45], [0.70, 2.53, -1.49], [0.92, 0.31, 0.83], [-0.03, -0.31, -0.24], [-0.37, -0.13, -0.17], [-0.07, 0.14, -0.22], [0.16, -0.04, -0.81], [0.34, 0.16, 0.02], [0.18, 0.38, -0.14], [0.20, 0.18, -0.14], [0.31, 0.19, 0.55], [-0.22, -0.77, 0.14], [1.09, 0.23, 0.64], [-0.33, -0.75, -2.18], [0.13, 0.18, 0.27], [0.16, 0.23, -0.10], [0.15, -0.24, 0.10], [0.15, 0.31, -0.12], [0.30, -0.07, 0.17], [-0.23, -0.14, -0.05], [0.06, 0.23, 0.31], [-0.04, 0.21, -0.34], [0.30, -0.07, 0.07], [0.15, 0.07, -0.37], [-0.26, 0.20, 0.03], [0.16, -0.24, 0.15], [0.38, 0.06, -0.14], [-0.09, -0.28, 0.02], [-0.13, 0.25, 0.20], [0.08, 0.38, -0.18], [0.17, -0.03, 0.32], [-0.32, -0.10, -0.09], [0.49, -0.36, 0.04], [-0.15, 0.27, 0.23], [-0.36, -0.14, -0.04], [0.26, -0.17, 0.08], [-0.22, -0.09, -0.12], [0.18, 0.09, -0.29], [0.44, -0.25, 0.16], [0.18, -0.01, -0.33], [-0.07, 0.30, 0.15], [-0.82, 0.41, -1.66], [-0.23, 0.32, 1.09], [-0.46, -0.22, 0.25], [0.27, -0.33, 0.34], [-0.02, 0.02, -0.01], [0.63, 0.35, 0.24], [0.76, -0.34, 0.72], [0.47, -0.14, -0.30], [-0.22, 0.61, -0.08], [-0.14, -0.35, -0.29], [-0.05, -0.23, 0.38], [0.04, 0.10, 0.08], [0.22, 0.01, -0.48], [0.62, -0.21, -0.05], [-0.32, -0.24, 0.27], [0.10, 0.29, -0.04], [-0.11, 0.16, 0.03], [0.00, 0.11, 0.03], [-0.12, -0.01, 0.03], [0.05, -0.14, -0.30], [-0.04, -0.27, -0.11], [0.06, -0.21, 0.11]]}

{"formula": "C19H43OP3SeY", "method": "the ωB97M-V functional and the def2-TZVPD basis", "lumo_ev": [-12.99, -12.63], "e_homo_ev": [-16.58, -16.79], "total_charge": 3, "homo_lumo_gap_ev": [3.58, 4.17], "symbols": ["Y", "P", "P", "P", "H", "C", "C", "H", "C", "C", "C", "C", "C", "C", "C", "C", "C", "H", "H", "H", "H", "H", "H", "H", "H", "H", "H", "H", "H", "H", "H", "H", "H", "H", "H", "H", "H", "H", "H", "H", "H", "H", "H", "H", "H", "H", "C", "C", "C", "C", "C", "C", "Se", "H", "H", "H", "H", "H", "H", "C", "C", "O", "H", "H", "H", "H", "H", "H"], "positions_angstrom": [[0.5329, -0.6144, 0.5290], [-0.8188, -3.0764, 0.8932], [1.1014, -1.5399, -1.9830], [-1.0543, 0.2646, 2.6307], [0.0251, 6.4712, -3.5406], [0.2569, 6.9574, -2.5889], [1.4478, 6.7787, -1.9832], [2.2935, 6.3611, -2.5303], [-2.4678, -3.3863, 0.1452], [0.0834, -4.5472, 0.2638], [-1.1669, -3.5985, 2.6173], [1.6178, -0.0831, -2.9757], [2.4141, -2.7299, -2.3935], [-0.2539, -2.1853, -3.0309], [-0.8998, 2.0960, 2.5289], [-0.7588, -0.0096, 4.4078], [-2.8793, 0.1036, 2.5904], [-0.5314, 7.6508, -2.2389], [1.6286, 7.1250, -0.9645], [-2.7887, -4.4169, 0.3592], [-2.4199, -3.2388, -0.9424], [-3.1882, -2.6836, 0.5845], [-0.4314, -5.4761, 0.5552], [1.0957, -4.5460, 0.6928], [0.1481, -4.4937, -0.8312], [-1.6035, -4.6089, 2.6444], [-1.8618, -2.8861, 3.0828], [-0.2185, -3.6044, 3.1716], [2.1650, -0.4430, -3.8581], [2.2813, 0.5615, -2.3811], [0.7305, 0.4882, -3.2805], [2.2304, -3.1295, -3.3984], [2.4122, -3.5577, -1.6756], [3.3920, -2.2372, -2.3680], [0.1606, -2.4594, -4.0109], [-1.0318, -1.4167, -3.1469], [-0.6908, -3.0785, -2.5657], [-1.3150, 2.5301, 3.4488], [-1.4521, 2.4653, 1.6538], [0.1585, 2.3797, 2.4405], [-1.4491, 0.5993, 5.0062], [0.2725, 0.2593, 4.6705], [-0.9318, -1.0691, 4.6344], [-3.2922, 0.6425, 3.4550], [-3.1728, -0.9530, 2.6594], [-3.2702, 0.5313, 1.6571], [-1.7019, 2.0886, -1.4195], [-0.5309, 2.8719, -1.4824], [-0.6254, 4.2046, -1.8514], [-1.8287, 4.7872, -2.2591], [-3.0019, 4.0206, -2.1882], [-2.9385, 2.7032, -1.7477], [-1.7572, 0.2770, -0.9745], [1.0797, 1.1642, 0.1782], [0.4464, 2.4560, -1.2422], [0.2615, 4.8300, -1.8313], [-1.8458, 5.8194, -2.6196], [-3.9554, 4.4616, -2.4739], [-3.8573, 2.1312, -1.6696], [4.3688, -2.5252, 2.4067], [3.5857, -2.1885, 1.1542], [2.3701, -1.4438, 1.5873], [4.5152, -1.6648, 3.0727], [5.3523, -2.8973, 2.1253], [3.8766, -3.3285, 2.9622], [4.1094, -1.5194, 0.4503], [3.1954, -3.0779, 0.6284], [2.3825, -1.3666, 2.5597]], "forces_ev_per_angstrom": [[1.61, -0.61, 1.15], [-1.32, -1.81, -0.03], [0.10, -0.22, -2.13], [-1.30, 1.29, 1.06], [0.40, 0.41, -0.07], [0.54, 0.55, 0.18], [-0.84, 0.62, -0.37], [-0.30, -0.38, 0.27], [0.05, 0.30, -0.06], [0.35, 0.25, 0.03], [0.32, 0.31, 0.13], [0.16, 0.11, 0.26], [0.29, -0.31, 0.48], [-0.17, -0.10, 0.26], [0.28, -0.06, -0.01], [0.46, -0.47, 0.06], [0.03, -0.32, -0.13], [0.51, -0.65, 0.26], [0.06, 0.26, -0.41], [0.10, 0.34, -0.07], [-0.17, -0.04, 0.27], [0.02, -0.20, -0.22], [0.14, 0.36, -0.10], [-0.19, -0.18, -0.20], [0.06, -0.13, 0.27], [0.14, 0.36, -0.09], [0.19, -0.26, -0.01], [-0.31, -0.04, 0.08], [-0.25, 0.19, 0.14], [-0.17, -0.11, -0.26], [0.29, -0.08, 0.01], [0.11, 0.14, 0.21], [0.10, 0.04, -0.24], [-0.14, -0.14, 0.02], [-0.24, 0.15, 0.21], [0.11, -0.31, -0.11], [0.00, 0.19, -0.24], [0.03, -0.03, -0.31], [0.20, 0.00, 0.24], [-0.35, 0.03, 0.00], [0.14, -0.09, -0.25], [-0.24, -0.12, 0.03], [0.12, 0.23, 0.12], [0.03, -0.11, -0.32], [-0.05, 0.31, -0.04], [-0.05, -0.13, 0.26], [0.28, -1.05, 0.39], [0.82, 1.16, -0.08], [1.31, -1.26, 0.52], [-0.58, 0.01, -0.03], [-0.68, -1.09, 0.30], [-1.48, 1.40, -0.84], [-0.64, 1.25, -0.56], [0.17, 0.99, -0.33], [-0.32, -0.04, 0.06], [-0.08, -0.25, -0.18], [-0.04, -0.39, 0.15], [0.16, -0.18, 0.12], [0.08, 0.01, -0.06], [0.11, -0.36, -0.24], [-0.14, 0.16, 0.18], [-0.40, 0.10, 0.31], [-0.01, -0.04, -0.32], [0.08, 0.02, 0.05], [0.00, 0.11, -0.02], [-0.14, -0.33, 0.40], [0.41, 0.35, 0.23], [0.27, -0.09, -0.37]]}

{"formula": "C19H44ClNOP2Tb", "method": "the ωB97M-V functional and the def2-TZVPD basis", "lumo_ev": [2.78, 2.78], "s2": 12.67, "e_homo_ev": [-3.07, -3.16], "spin_multiplicity": 7, "total_charge": -1, "homo_lumo_gap_ev": [5.85, 5.94], "symbols": ["Tb", "Cl", "P", "C", "C", "C", "C", "H", "C", "H", "H", "H", "H", "H", "H", "H", "C", "C", "H", "H", "H", "H", "H", "H", "C", "H", "C", "H", "H", "H", "H", "H", "H", "H", "H", "P", "C", "C", "C", "C", "H", "C", "H", "H", "H", "H", "H", "H", "H", "C", "C", "H", "H", "H", "H", "H", "H", "C", "H", "C", "H", "H", "H", "H", "H", "H", "O", "C", "N"], "positions_angstrom": [[0.0090, -0.1323, -0.0171], [0.0210, -2.7996, -0.2445], [0.3540, 0.0544, -2.7252], [-0.7522, -1.2601, -3.4537], [0.0940, 1.7016, -3.5316], [2.1139, -0.6022, -2.7663], [-2.1324, -1.4051, -2.7877], [-0.2013, -2.1996, -3.2740], [-0.8692, -0.9951, -4.9495], [-1.5862, -0.1902, -5.1263], [-1.2515, -1.8850, -5.4676], [0.0728, -0.7214, -5.4309], [-2.0729, -2.0159, -1.8801], [-2.8389, -1.8950, -3.4720], [-2.5597, -0.4342, -2.5146], [2.0049, -1.5936, -2.2869], [3.1672, 0.1857, -1.9593], [2.5049, -0.7624, -4.2379], [1.9816, -1.5876, -4.7314], [3.5795, -0.9605, -4.3532], [2.2920, 0.1578, -4.7941], [2.7403, 0.7894, -1.1423], [3.7425, 0.8596, -2.6060], [3.8615, -0.5218, -1.4759], [-1.2986, 2.1874, -3.1132], [0.1285, 1.5652, -4.6229], [1.1865, 2.6826, -3.1069], [-2.1202, 1.5817, -3.5187], [-1.4326, 3.2165, -3.4650], [-1.3828, 2.1918, -2.0158], [1.2708, 2.7012, -2.0109], [0.8906, 3.6884, -3.4296], [2.1717, 2.4723, -3.5421], [-1.8337, -0.0110, -0.3717], [1.8542, -0.0943, 0.3127], [-0.3601, -0.4921, 2.6877], [0.8233, -1.8575, 3.1543], [-0.1986, 0.9810, 3.7952], [-2.0742, -1.2519, 2.5779], [2.2010, -1.7989, 2.4737], [0.3233, -2.7769, 2.8044], [0.9445, -1.8644, 4.6720], [1.6117, -1.0616, 4.9932], [1.3902, -2.8074, 5.0152], [-0.0070, -1.7459, 5.1960], [2.1561, -2.1787, 1.4480], [2.9246, -2.4174, 3.0231], [2.5934, -0.7767, 2.4404], [-1.8986, -2.1304, 1.9284], [-3.1737, -0.3932, 1.9143], [-2.4571, -1.7034, 3.9893], [-1.8683, -2.5572, 4.3399], [-3.5115, -2.0069, 4.0471], [-2.3241, -0.8814, 4.7019], [-2.7828, 0.4569, 1.3371], [-3.8688, 0.0107, 2.6615], [-3.7467, -1.0096, 1.2016], [1.1801, 1.5954, 3.5167], [-0.2499, 0.6371, 4.8391], [-1.3309, 1.9718, 3.5313], [2.0082, 1.0443, 3.9815], [1.1982, 2.6208, 3.9014], [1.3676, 1.6527, 2.4323], [-1.3152, 2.2792, 2.4761], [-1.1542, 2.8650, 4.1435], [-2.3295, 1.5919, 3.7805], [0.1090, 4.5373, 0.5264], [0.0736, 3.3517, 0.3691], [0.0371, 2.1470, 0.2121]], "forces_ev_per_angstrom": [[-0.18, -0.59, 0.08], [0.00, -0.27, 0.01], [-0.05, -0.01, 1.38], [0.59, 0.05, -0.52], [0.22, -0.77, -0.81], [-0.41, -0.05, -0.87], [-0.10, 0.12, -0.08], [-0.03, 0.33, -0.09], [-0.39, -0.46, -0.51], [0.03, 0.06, -0.06], [-0.04, 0.12, 0.02], [-0.08, -0.02, 0.11], [0.04, 0.34, -0.17], [0.22, -0.04, -0.11], [0.12, -0.28, 0.04], [-0.13, 0.36, -0.22], [0.03, 0.46, -0.03], [0.71, -0.29, -0.18], [-0.05, 0.13, 0.12], [-0.09, -0.01, 0.05], [0.07, -0.07, 0.02], [0.15, -0.42, -0.37], [-0.03, -0.15, -0.12], [-0.24, 0.28, -0.22], [-0.04, 0.20, 0.21], [-0.04, 0.22, 0.08], [-0.06, 0.21, 0.24], [0.29, 0.05, 0.08], [-0.03, -0.06, -0.03], [-0.03, -0.04, -0.30], [0.05, 0.01, -0.27], [0.07, -0.08, 0.04], [-0.25, -0.13, 0.10], [-2.13, 0.33, -0.67], [2.23, 0.16, 0.57], [0.05, 0.21, -1.50], [-0.57, -0.07, 0.55], [-0.16, -0.95, 0.68], [0.41, -0.21, 0.88], [0.06, 0.09, 0.10], [0.00, 0.30, 0.15], [0.41, -0.54, 0.42], [-0.04, 0.04, 0.07], [0.03, 0.11, 0.01], [0.08, 0.00, -0.10], [-0.05, 0.28, 0.23], [-0.21, -0.04, 0.12], [-0.08, -0.26, -0.09], [0.10, 0.33, 0.30], [-0.07, 0.37, 0.11], [-0.68, -0.36, 0.13], [0.04, 0.15, -0.10], [0.08, 0.01, -0.04], [-0.06, -0.07, -0.02], [-0.11, -0.47, 0.15], [0.08, -0.16, 0.08], [0.23, 0.27, 0.29], [0.07, 0.23, -0.21], [0.03, 0.25, -0.02], [0.08, 0.27, -0.18], [-0.27, 0.01, -0.10], [0.04, -0.07, 0.06], [-0.03, -0.03, 0.33], [-0.10, -0.07, 0.24], [-0.05, -0.07, -0.10], [0.26, -0.08, -0.08], [-0.01, -0.29, -0.05], [-0.06, -2.07, -0.24], [0.08, 3.17, 0.43]]}